(1)
Here is a single C7H8 molecule from the Open Molecules 2025 dataset. Energies are from ωB97M-V with the def2-TZVPD basis set.

```
! RIJCOSX wB97M-V def2-TZVPD def2/J DEFGRID3
* xyz 0 1
C 2.94 0.77 -0.20
C 1.76 0.94 -0.40
C 0.30 1.06 -0.52
C -0.35 -0.06 0.32
C -0.09 -1.45 -0.32
C -1.77 0.13 0.62
C -2.91 0.18 1.02
H 3.98 0.62 -0.02
H 0.00 0.98 -1.57
H -0.02 2.05 -0.17
H 0.16 -0.03 1.29
H -0.13 -1.38 -1.41
H 0.89 -1.82 -0.02
H -0.85 -2.17 0.01
H -3.92 0.19 1.37
*
```

- LUMO energy: 1.0 eV
- Structure (SMILES): C#CC[C@H](C)C#C
- Gap between HOMO and LUMO: 10.95 eV

Atomic charges from the Löwdin analysis, expressed in e, are listed below: 0.114 -0.149 -0.185 -0.391 -0.059 -0.119 0.116 0.025 0.121 0.121 0.142 0.084 0.077 0.078 0.024

***

(2)
Here is a single C4H9NS molecule from the Open Molecules 2025 dataset. Energies are from ωB97M-V with the def2-TZVPD basis set.

```
! RIJCOSX wB97M-V def2-TZVPD def2/J DEFGRID3
* xyz 0 1
C 0.83 1.67 -0.01
C 0.72 0.15 0.09
C -0.54 -0.44 0.77
S -2.06 -0.04 -0.13
C 1.96 -0.66 0.37
N 1.39 -0.63 -0.95
H -0.09 2.04 -0.59
H 0.89 2.20 0.93
H 1.79 1.86 -0.56
H -0.42 -1.55 0.97
H -0.58 0.06 1.77
H -1.82 -0.64 -1.30
H 1.76 -1.60 0.88
H 2.95 -0.23 0.47
H 0.85 -1.48 -1.06
*
```

- LUMO energy: 0.9 eV
- Structure (SMILES): C[C@]1(CS)CN1
- Gap between HOMO and LUMO: 10.12 eV

Atomic charges from the Löwdin analysis, expressed in e, are listed below: -0.052 -0.582 -0.515 0.703 -0.145 0.035 0.082 0.071 0.087 0.089 0.090 -0.149 0.100 0.102 0.085

***

(3)
Here is 2 unconnected molecules or ions with the total composition C4H8N2O from the Open Molecules 2025 dataset. Energies are from ωB97M-V with the def2-TZVPD basis set.

```
! RIJCOSX wB97M-V def2-TZVPD def2/J DEFGRID3
* xyz 0 1
C 0.54 0.50 -2.83
C 0.05 0.25 -1.41
C -1.03 -0.40 -0.99
N -1.04 -0.31 0.39
C 0.01 0.49 0.75
N 0.74 0.83 -0.28
H 0.17 -0.19 -3.60
H 1.64 0.45 -2.80
H 0.24 1.53 -3.09
H -1.83 -0.91 -1.52
H -1.85 -0.52 0.98
H 0.27 0.74 1.78
O 0.89 -0.52 4.40
H -0.02 -0.85 4.59
H 1.20 -1.08 3.65
*
```

- LUMO energy: 0.6 eV
- Structure (SMILES): Cc1c[nH]cn1.O
- Gap between HOMO and LUMO: 9.39 eV

Atomic charges from the Löwdin analysis, expressed in e, are listed below: -0.055 -0.339 -0.105 0.026 -0.221 0.092 0.074 0.074 0.075 0.120 0.148 0.109 -0.091 0.046 0.045

***

(4)
Here is a molecular structure, C20H39AuF6N2Si4Te from the Open Molecules 2025 dataset. Energies are from ωB97M-V with the def2-TZVPD basis set.

```
! RIJCOSX wB97M-V def2-TZVPD def2/J DEFGRID3
* xyz 0 3
Au 1.17 -0.73 -2.25
C -1.71 -1.76 -1.13
N -0.42 -2.28 -1.58
C 0.22 -3.04 -0.50
C -0.62 -3.12 -2.78
C 0.69 -3.48 -3.44
N 1.33 -2.24 -3.85
C 2.37 -2.27 -4.72
C 2.74 -1.08 -5.40
F 2.00 0.03 -5.19
C 3.78 -1.02 -6.30
F 4.05 0.16 -6.88
C 4.52 -2.13 -6.63
C 4.17 -3.31 -6.00
F 4.86 -4.43 -6.28
C 3.15 -3.39 -5.08
F 2.92 -4.58 -4.49
H -2.40 -2.57 -0.89
H -2.15 -1.14 -1.91
H -1.56 -1.15 -0.24
H -0.35 -3.95 -0.27
H 0.26 -2.41 0.39
H 1.23 -3.32 -0.77
H -1.20 -2.53 -3.49
H -1.19 -4.02 -2.52
H 0.45 -4.10 -4.32
H 1.30 -4.10 -2.78
H 5.34 -2.09 -7.33
F 3.98 -0.35 -2.69
C 2.90 0.46 -2.47
F 3.19 1.16 -1.31
H 2.85 1.18 -3.28
C -2.39 4.03 0.13
Si -2.77 2.65 1.35
C -4.03 1.48 0.58
C -3.51 3.40 2.90
Si -0.83 1.40 1.83
Te 0.30 1.33 -0.43
Si -1.36 -0.52 3.08
C -2.58 -1.74 2.33
C -2.19 0.11 4.65
C 0.18 -1.48 3.57
Si 0.77 2.70 3.01
C 2.35 1.70 3.14
C 1.11 4.28 2.05
C 0.18 3.16 4.73
H -3.27 4.66 -0.02
H -2.10 3.62 -0.84
H -1.57 4.66 0.49
H -4.87 2.04 0.15
H -4.43 0.79 1.32
H -3.58 0.89 -0.22
H -4.43 3.94 2.66
H -2.82 4.11 3.36
H -3.75 2.64 3.64
H -3.34 -1.26 1.70
H -3.10 -2.26 3.14
H -2.08 -2.50 1.72
H -3.15 0.57 4.44
H -1.58 0.85 5.17
H -2.36 -0.72 5.34
H 0.85 -1.64 2.72
H -0.09 -2.45 3.98
H 0.75 -0.94 4.33
H 2.70 1.37 2.16
H 2.21 0.81 3.77
H 3.14 2.31 3.59
H 1.47 4.06 1.04
H 1.87 4.87 2.56
H 0.21 4.89 1.97
H 0.07 2.28 5.36
H -0.78 3.68 4.70
H 0.91 3.81 5.21
*
```

- LUMO energy (spin up / spin down): 0.2 / -2.5 eV
- Gap between HOMO and LUMO (spin up / spin down): 6.81 / 4.65 eV

Atomic charges from the Löwdin analysis, expressed in e, are listed below: 0.807 -0.132 -0.368 -0.090 -0.212 -0.256 -0.088 -0.198 -0.181 0.053 -0.223 0.085 0.056 -0.224 0.083 -0.143 0.068 0.099 0.090 0.014 0.101 0.067 0.082 0.122 0.127 0.128 0.104 0.132 -0.028 -0.500 -0.153 0.086 -0.228 0.313 -0.217 -0.207 0.089 0.747 0.340 -0.211 -0.208 -0.216 0.309 -0.211 -0.223 -0.209 0.036 0.010 0.016 0.036 0.021 0.018 0.036 0.021 0.014 0.012 0.037 0.012 0.019 0.009 0.039 0.021 0.036 0.020 0.025 0.014 0.037 0.011 0.036 0.018 0.014 0.020 0.037

***

(5)
Here is a molecular structure, C55H70N6SSiSn from the Open Molecules 2025 dataset. Energies are from ωB97M-V with the def2-TZVPD basis set.

```
! RIJCOSX wB97M-V def2-TZVPD def2/J DEFGRID3
* xyz 2 1
Sn -0.05 0.02 -0.56
C -1.34 -3.82 0.37
C -0.52 -3.15 1.47
C -0.95 -3.67 2.85
C 0.96 -3.35 1.24
C 1.48 -4.64 1.29
C 2.83 -4.87 1.12
C 3.69 -3.81 0.89
C 3.23 -2.50 0.82
C 4.22 -1.39 0.47
C 5.03 -0.90 1.68
C 5.22 -1.86 -0.60
C 1.85 -2.29 1.02
N 1.34 -0.95 0.97
C 1.47 -0.22 2.03
C 1.11 1.20 1.97
N 0.49 1.65 0.92
C 0.14 3.03 0.85
C -1.06 3.54 1.39
C -1.29 4.91 1.25
C -0.39 5.75 0.62
C 0.78 5.23 0.10
C 1.06 3.87 0.18
C 2.36 3.33 -0.39
C 2.63 3.84 -1.81
C 3.53 3.67 0.54
C -2.17 2.76 2.10
C -3.18 2.21 1.09
C -1.78 1.67 3.09
C 1.51 1.82 3.22
C 1.57 3.11 3.72
C 2.08 3.30 5.02
C 2.50 2.26 5.81
C 2.44 0.93 5.34
C 2.80 -0.25 6.04
C 2.67 -1.48 5.43
C 2.23 -1.63 4.10
C 1.91 -0.50 3.39
C 1.97 0.76 4.04
H -2.40 -3.63 0.53
H -1.19 -4.90 0.35
H -1.07 -3.42 -0.62
H -0.75 -2.09 1.46
H -0.87 -4.76 2.91
H -1.98 -3.39 3.05
H -0.32 -3.25 3.64
H 0.81 -5.47 1.47
H 3.21 -5.88 1.15
H 4.74 -4.01 0.75
H 3.65 -0.55 0.06
H 5.46 -1.75 2.21
H 4.45 -0.32 2.38
H 5.86 -0.27 1.33
H 6.00 -2.47 -0.15
H 5.71 -0.99 -1.04
H 4.74 -2.43 -1.39
H -2.20 5.32 1.66
H -0.59 6.81 0.55
H 1.50 5.90 -0.35
H 2.28 2.24 -0.45
H 2.64 4.93 -1.86
H 1.89 3.46 -2.51
H 3.61 3.48 -2.14
H 3.72 4.75 0.54
H 4.44 3.17 0.20
H 3.34 3.35 1.56
H -2.70 3.52 2.68
H -2.78 1.33 0.58
H -3.45 2.98 0.35
H -4.09 1.90 1.60
H -1.42 0.76 2.59
H -2.67 1.39 3.66
H -1.03 2.01 3.79
H 1.23 3.96 3.14
H 2.15 4.31 5.39
H 2.88 2.46 6.81
H 3.17 -0.18 7.05
H 2.94 -2.37 5.99
H 2.19 -2.62 3.66
N -5.68 -2.01 0.95
C -4.90 -2.23 -0.12
S -3.92 -1.02 -0.75
N -4.91 -3.45 -0.69
C -5.62 -4.62 -0.30
C -5.75 -5.00 1.04
C -6.44 -6.16 1.35
C -6.98 -6.96 0.35
C -6.82 -6.59 -0.98
C -6.15 -5.42 -1.30
H -5.72 -1.07 1.30
H -6.43 -2.64 1.18
H -4.40 -3.51 -1.55
H -5.30 -4.42 1.82
H -6.53 -6.46 2.39
H -7.50 -7.87 0.61
H -7.24 -7.20 -1.76
H -6.03 -5.13 -2.34
N -3.31 3.70 -3.74
C -2.37 4.32 -2.75
C -1.24 3.33 -2.45
N -1.74 2.04 -1.99
C -2.68 1.47 -2.96
C -3.85 2.40 -3.24
H -2.79 3.52 -4.61
H -4.07 4.35 -3.97
H -2.94 4.53 -1.84
H -1.99 5.25 -3.15
H -0.60 3.76 -1.68
H -0.64 3.17 -3.35
H -2.22 2.16 -1.10
H -3.06 0.52 -2.59
H -2.14 1.27 -3.89
H -4.42 2.59 -2.33
H -4.52 1.97 -3.99
C -0.22 -1.12 -3.73
Si 1.36 -0.41 -2.92
C 2.49 -1.87 -2.52
C 2.28 0.63 -4.19
C 1.93 0.51 -5.54
C 2.72 1.07 -6.53
C 3.86 1.78 -6.20
C 4.21 1.92 -4.86
C 3.43 1.35 -3.87
H 0.05 -1.89 -4.46
H -0.80 -0.36 -4.25
H -0.87 -1.58 -2.99
H 2.17 -2.46 -1.66
H 3.50 -1.51 -2.33
H 2.54 -2.54 -3.39
H 1.05 -0.05 -5.83
H 2.44 0.95 -7.57
H 4.48 2.20 -6.98
H 5.11 2.48 -4.60
H 3.74 1.44 -2.84
*
```

- LUMO energy: -5.7 eV
- Gap between HOMO and LUMO: 5.58 eV

Here are the Löwdin charges for atoms 1 to 99, given in e: 1.111 -0.054 -0.385 -0.044 -0.151 -0.022 -0.038 -0.021 -0.143 -0.357 -0.039 -0.080 -0.188 -0.003 -0.159 -0.169 -0.010 -0.179 -0.130 -0.035 -0.054 -0.035 -0.156 -0.363 -0.055 -0.029 -0.341 -0.077 -0.038 -0.096 0.011 -0.032 0.022 -0.134 0.019 -0.028 0.029 -0.077 -0.068 0.056 0.086 0.073 0.079 0.083 0.082 0.072 0.119 0.116 0.119 0.117 0.093 0.061 0.085 0.085 0.090 0.061 0.122 0.115 0.119 0.096 0.080 0.071 0.071 0.092 0.087 0.066 0.132 0.003 0.072 0.090 0.071 0.094 0.079 0.119 0.117 0.127 0.127 0.118 0.117 0.114 -0.897 0.591 0.048 -0.239 -0.046 -0.067 -0.072 -0.064 -0.021 0.092 0.105 0.125 0.109 0.112 0.111 0.113 0.117 0.066 -0.085

***

(6)
Here is a molecular structure, C5H8S3 from the Open Molecules 2025 dataset. Energies are from ωB97M-V with the def2-TZVPD basis set.

```
! RIJCOSX wB97M-V def2-TZVPD def2/J DEFGRID3
* xyz 0 1
C 1.00 -0.50 1.29
C -0.15 -0.55 0.30
C 1.04 -1.88 -1.86
C -1.22 0.20 -0.10
C -1.53 1.50 0.43
H 1.24 -1.73 1.73
H 2.03 0.07 0.60
H 0.58 0.18 2.42
H 1.44 -0.80 -1.57
H -1.59 -0.14 -1.06
H -2.60 1.35 0.65
H -1.19 1.69 1.65
H 0.27 2.78 -0.48
S -0.03 -2.17 -0.53
S 1.93 -2.89 -2.96
S -1.22 2.89 -0.52
*
```

- LUMO energy: -0.5 eV
- Gap between HOMO and LUMO: 8.05 eV

Atomic charges from the Löwdin analysis, expressed in e, are listed below: -0.183 -0.639 -1.003 -0.251 -0.737 0.127 0.167 0.149 0.037 0.100 0.079 0.152 -0.030 0.865 0.465 0.703

***

(7)
Here is a molecular structure, C26H25N9O5PS4W from the Open Molecules 2025 dataset. Energies are from ωB97M-V with the def2-TZVPD basis set.

```
! RIJCOSX wB97M-V def2-TZVPD def2/J DEFGRID3
* xyz 1 1
W 0.54 -0.71 0.01
S 3.43 -2.41 -0.12
C 3.42 -1.42 -1.55
S 2.27 -0.13 -1.68
C 4.35 -1.61 -2.53
C 5.33 -2.64 -2.38
N 6.07 -3.50 -2.20
C 4.36 -0.79 -3.70
N 4.35 -0.13 -4.65
O -0.79 1.61 3.91
C -2.09 1.57 3.50
C -2.98 2.42 4.14
C -4.32 2.41 3.80
C -4.80 1.55 2.82
C -3.92 0.70 2.18
C -2.56 0.70 2.51
C -1.65 -0.20 1.80
O -0.41 0.22 1.57
N -2.02 -1.38 1.43
N -0.92 -2.05 0.84
C -1.03 -3.34 1.01
S 0.22 -4.48 0.66
C -0.89 -5.91 0.71
C -1.86 -5.67 1.85
S -2.47 -3.97 1.72
H -0.27 0.98 3.40
H -2.60 3.08 4.91
H -5.00 3.09 4.30
H -5.84 1.55 2.55
H -4.26 0.02 1.41
H -0.28 -6.79 0.88
H -1.41 -6.00 -0.25
H -1.38 -5.80 2.82
H -2.73 -6.34 1.79
O -2.73 -0.06 -2.36
C -1.71 -0.48 -1.93
O -0.97 0.12 -0.99
C -1.05 -1.74 -2.40
C -1.52 -2.43 -3.49
C -0.81 -3.54 -3.93
C 0.35 -3.89 -3.26
C 0.76 -3.15 -2.16
N 0.07 -2.08 -1.73
H -2.42 -2.08 -3.97
H -1.14 -4.10 -4.79
H 0.96 -4.72 -3.58
H 1.65 -3.40 -1.63
C 0.11 4.73 -0.74
N 1.14 4.10 -1.56
C 2.46 4.37 -0.98
N 2.57 3.95 0.42
C 1.50 4.58 1.19
N 0.17 4.31 0.66
C -0.21 2.91 0.83
P 0.99 1.84 -0.09
C 0.90 2.68 -1.74
C 2.58 2.50 0.57
H -0.87 4.50 -1.15
H 0.26 5.81 -0.77
H 2.63 5.44 -1.03
H 3.22 3.86 -1.57
H 1.66 5.66 1.17
H 1.55 4.24 2.23
H -1.21 2.72 0.46
H -0.18 2.66 1.89
H -0.10 2.51 -2.15
H 1.64 2.27 -2.43
H 3.41 2.07 0.01
H 2.69 2.23 1.62
O 1.87 -0.90 1.35
N 1.92 -2.10 0.58
*
```

- LUMO energy: -4.9 eV
- Gap between HOMO and LUMO: 6.24 eV

Atomic charges from the Löwdin analysis, expressed in e, are listed below: 1.563 0.986 -0.870 0.725 -0.351 -0.222 0.198 -0.226 0.193 0.065 -0.262 0.004 -0.055 -0.070 -0.014 -0.092 -0.386 -0.285 0.057 -0.206 -0.851 1.000 -0.477 -0.487 1.038 0.089 0.126 0.113 0.108 0.119 0.092 0.087 0.088 0.090 0.172 -0.506 -0.258 -0.169 0.047 0.002 -0.004 -0.152 -0.046 0.139 0.127 0.127 0.054 -0.168 -0.138 -0.162 -0.139 -0.164 -0.131 -0.253 0.952 -0.298 -0.273 0.136 0.136 0.136 0.137 0.136 0.136 0.115 0.081 0.105 0.061 0.091 0.108 -0.377 -0.647

***

(8)
Here is 2 unconnected molecules or ions with the total composition C2H3BrClF from the Open Molecules 2025 dataset. Energies are from ωB97M-V with the def2-TZVPD basis set.

```
! RIJCOSX wB97M-V def2-TZVPD def2/J DEFGRID3
* xyz 0 1
F 1.50 -1.02 0.02
C 0.27 -0.91 -0.49
C -0.16 0.26 -0.93
Br -1.87 0.46 -1.66
H -0.28 -1.83 -0.49
H 0.43 1.16 -0.91
Cl -0.56 0.83 2.38
H 0.67 1.05 2.09
*
```

- LUMO energy: 0.7 eV
- Structure (SMILES): F/C=C/Br.Cl
- Gap between HOMO and LUMO: 10.26 eV

Atomic charges from the Löwdin analysis, expressed in e, are listed below: 0.006 -0.299 -0.637 0.682 0.112 0.057 0.312 -0.235

***

(9)
Here is a molecular structure, C59H64BN9O3PTi from the Open Molecules 2025 dataset. Energies are from ωB97M-V with the def2-TZVPD basis set.

```
! RIJCOSX wB97M-V def2-TZVPD def2/J DEFGRID3
* xyz 1 1
Ti 0.64 0.41 0.08
C 0.46 0.59 -4.45
C 0.05 1.89 -3.83
C -0.66 2.79 -4.62
C -0.89 4.09 -4.19
C -0.36 4.49 -2.99
C 0.33 3.62 -2.15
C 0.99 4.24 -0.95
C 0.47 2.27 -2.53
N 1.16 1.27 -1.72
C 2.31 0.84 -2.32
O 2.85 1.28 -3.31
C 2.92 -0.32 -1.59
C 4.07 -0.99 -1.94
C 4.51 -2.01 -1.11
C 3.82 -2.33 0.05
C 2.67 -1.61 0.33
N 2.23 -0.66 -0.51
C 1.73 -1.88 1.46
O 2.04 -2.64 2.34
N 0.51 -1.24 1.27
C -0.57 -1.98 1.90
C -0.66 -3.37 1.66
C 0.13 -4.09 0.59
C -1.52 -4.15 2.42
C -2.33 -3.58 3.39
C -2.33 -2.21 3.54
C -1.46 -1.39 2.82
C -1.51 0.09 3.10
H 1.51 0.64 -4.73
H -0.10 0.40 -5.37
H 0.34 -0.24 -3.77
H -0.99 2.48 -5.60
H -1.44 4.78 -4.82
H -0.46 5.53 -2.67
H 0.31 4.92 -0.45
H 1.84 4.83 -1.30
H 1.38 3.52 -0.25
H 4.59 -0.70 -2.85
H 5.41 -2.56 -1.36
H 4.13 -3.10 0.74
H 0.36 -3.43 -0.25
H -0.44 -4.94 0.21
H 1.07 -4.47 0.99
H -1.55 -5.22 2.25
H -2.99 -4.20 3.99
H -2.99 -1.74 4.27
H -2.39 0.32 3.70
H -1.57 0.65 2.18
H -0.62 0.40 3.64
C 5.63 2.25 -1.65
C 5.35 2.64 -0.20
C 5.01 4.13 -0.09
C 4.29 1.81 0.48
C 4.55 0.80 1.47
C 3.37 0.48 2.01
N 2.36 1.26 1.39
N 3.02 2.05 0.41
B 1.67 2.27 2.43
N 1.44 1.67 3.82
C 1.23 2.41 4.94
C 1.14 1.56 6.01
C 1.34 0.28 5.46
N 1.49 0.35 4.15
C 1.45 -1.02 6.22
C 0.32 -1.99 5.88
C 2.81 -1.67 5.95
N 0.31 2.70 1.78
C -0.39 3.77 2.12
C -1.54 3.82 1.34
C -1.49 2.72 0.51
N -0.33 2.03 0.77
C -2.57 2.26 -0.42
C -3.27 3.44 -1.10
C -3.60 1.49 0.42
H 6.37 2.93 -2.08
H 6.02 1.23 -1.72
H 4.73 2.32 -2.26
H 6.27 2.45 0.37
H 4.21 4.38 -0.80
H 4.67 4.38 0.91
H 5.88 4.73 -0.33
H 5.52 0.39 1.75
H 3.12 -0.16 2.84
H 2.36 3.25 2.54
H 1.17 3.49 4.88
H 0.98 1.82 7.05
H 1.39 -0.77 7.28
H 0.38 -2.27 4.82
H 0.41 -2.90 6.48
H -0.66 -1.54 6.07
H 2.85 -2.05 4.93
H 3.63 -0.96 6.10
H 2.97 -2.51 6.64
H -0.04 4.44 2.88
H -2.32 4.56 1.40
H -2.14 1.61 -1.17
H -3.84 4.02 -0.37
H -2.56 4.09 -1.60
H -3.97 3.06 -1.85
H -3.89 2.09 1.29
H -4.49 1.30 -0.17
H -3.20 0.54 0.78
O -0.98 -0.59 -0.91
P -1.93 -1.49 -1.70
C -3.24 -0.56 -2.56
C -2.97 -0.01 -3.81
C -3.96 0.66 -4.52
C -5.23 0.78 -3.99
C -5.51 0.23 -2.75
C -4.53 -0.44 -2.04
C -2.84 -2.73 -0.77
C -2.96 -4.03 -1.27
C -3.86 -4.91 -0.69
C -4.66 -4.50 0.37
C -4.52 -3.22 0.89
C -3.61 -2.35 0.33
C -1.03 -2.39 -2.98
C 0.33 -2.62 -2.82
C 1.04 -3.33 -3.78
C 0.38 -3.82 -4.89
C -0.98 -3.61 -5.05
C -1.69 -2.90 -4.09
H -1.99 -0.11 -4.24
H -3.73 1.07 -5.50
H -6.01 1.29 -4.55
H -6.51 0.31 -2.33
H -4.78 -0.89 -1.09
H -2.36 -4.36 -2.11
H -3.96 -5.92 -1.09
H -5.38 -5.19 0.80
H -5.12 -2.91 1.73
H -3.47 -1.37 0.76
H 0.84 -2.21 -1.96
H 2.10 -3.49 -3.65
H 0.93 -4.38 -5.64
H -1.50 -4.00 -5.92
H -2.76 -2.74 -4.22
*
```

- LUMO energy: -4.1 eV
- Gap between HOMO and LUMO: 6.49 eV

Here are the Löwdin charges for atoms 1 to 99, given in e: 1.262 -0.036 -0.195 -0.048 -0.067 -0.067 -0.194 -0.029 -0.142 0.019 -0.477 0.087 -0.162 0.037 0.013 0.046 -0.182 0.023 -0.498 0.119 0.023 -0.159 -0.203 -0.018 -0.044 -0.072 -0.068 -0.208 -0.012 0.086 0.088 0.054 0.113 0.110 0.121 0.083 0.093 0.028 0.134 0.125 0.139 0.056 0.086 0.092 0.121 0.113 0.117 0.094 0.036 0.062 -0.047 -0.345 -0.051 -0.239 0.047 -0.075 -0.083 0.121 -0.497 -0.042 -0.078 -0.001 -0.283 0.105 -0.360 -0.058 -0.063 -0.004 -0.027 0.023 -0.242 -0.020 -0.341 -0.031 -0.039 0.088 0.073 0.065 0.136 0.071 0.082 0.085 0.127 0.110 0.130 0.117 0.105 0.132 0.067 0.083 0.079 0.062 0.081 0.079 0.140 0.124 0.103 0.087 0.066